C3H3FS2 in the gas phase, computed with the ωB97M-V functional and the def2-TZVPD basis.

```
9
C3H3FS2 (the ωB97M-V functional and the def2-TZVPD basis)
F 2.7141 -0.4749 0.0101
C 1.5046 0.0908 -0.0224
C 0.4275 -0.6866 -0.0196
C -0.9550 -0.1776 0.0156
S -2.2064 -1.2363 -0.0020
S -1.1331 1.5462 -0.0136
H 1.6176 1.1502 0.0518
H 0.5167 -1.7752 -0.0826
H -2.4860 1.5634 0.0626
```

Energy   -1012.310075 Ha
Total charge   0
HOMO level   -8.94 eV
Frontier orbital gap   8.125 eV